Entry 1:
{
  "formula": "C34H58CuN2O4Si",
  "method": "ωB97M-V with the def2-TZVPD basis set",
  "homo_lumo_gap_ev": [6.22, 6.12],
  "e_homo_ev": [-6.375, -6.279],
  "largest_force_ev_per_a": 5.95,
  "multiplicity": 2,
  "symbols": ["O", "O", "C", "C", "H", "H", "H", "H", "H", "C", "C", "H", "H", "H", "H", "H", "C", "C", "C", "H", "H", "H", "H", "H", "C", "H", "H", "H", "H", "H", "H", "N", "C", "C", "C", "C", "H", "H", "H", "C", "H", "H", "H", "N", "C", "C", "C", "C", "H", "C", "H", "C", "H", "C", "C", "C", "C", "C", "C", "H", "C", "H", "C", "H", "C", "C", "Cu", "H", "H", "H", "H", "H", "H", "H", "H", "H", "H", "H", "H", "H", "C", "Si", "H", "H", "C", "C", "C", "H", "H", "H", "H", "H", "H", "H", "H", "H", "O", "C", "O", "H"],
  "xyz": [[-0.95, 2.88, -0.63], [-0.89, 2.64, -2.90], [-2.36, 3.05, -0.36], [-2.69, 3.48, 1.09], [-2.91, 2.14, -0.57], [-2.81, 3.75, -1.06], [-2.32, 2.76, 1.81], [-3.77, 3.55, 1.23], [-2.27, 4.45, 1.33], [-0.27, 4.16, -0.63], [-0.87, 5.36, -1.41], [0.73, 3.98, -1.01], [-0.15, 4.50, 0.39], [-1.13, 5.10, -2.43], [-0.15, 6.18, -1.46], [-1.76, 5.75, -0.93], [0.40, 2.48, -3.50], [-2.08, 2.32, -3.61], [0.91, 3.78, -4.11], [0.40, 1.67, -4.23], [1.11, 2.19, -2.72], [0.25, 4.16, -4.89], [1.89, 3.63, -4.56], [1.01, 4.56, -3.36], [-2.37, 3.33, -4.73], [-2.92, 2.33, -2.92], [-2.03, 1.32, -4.03], [-2.33, 4.35, -4.36], [-3.36, 3.16, -5.15], [-1.66, 3.23, -5.54], [-0.93, 2.47, -1.88], [-0.19, -1.55, 2.32], [-0.10, -2.84, 2.32], [0.62, -3.59, 1.32], [1.48, -3.17, 0.37], [-0.78, -3.75, 3.36], [-1.86, -3.74, 3.21], [-0.58, -3.42, 4.37], [-0.46, -4.79, 3.31], [2.09, -4.17, -0.61], [3.17, -4.22, -0.47], [1.89, -3.86, -1.64], [1.69, -5.17, -0.48], [1.86, -1.87, 0.16], [-0.92, -0.94, 3.38], [-2.32, -0.70, 3.28], [-3.14, -1.09, 2.06], [-3.02, -0.12, 4.33], [-4.08, 0.08, 4.24], [-2.37, 0.22, 5.52], [-2.93, 0.67, 6.33], [-1.02, -0.06, 5.66], [-0.54, 0.18, 6.60], [-0.30, -0.65, 4.62], [1.16, -0.99, 4.91], [3.20, -1.51, -0.11], [3.60, -1.14, -1.41], [2.65, -1.13, -2.59], [4.93, -0.77, -1.65], [5.24, -0.48, -2.64], [5.87, -0.80, -0.62], [6.89, -0.52, -0.82], [5.49, -1.20, 0.66], [6.23, -1.24, 1.44], [4.17, -1.57, 0.92], [3.82, -2.05, 2.32], [0.60, -0.34, 0.88], [-3.52, -0.20, 1.56], [-4.01, -1.67, 2.37], [-2.60, -1.69, 1.34], [1.47, -1.92, 4.43], [1.32, -1.15, 5.98], [1.83, -0.19, 4.59], [2.88, -0.31, -3.27], [1.62, -0.99, -2.27], [2.71, -2.07, -3.14], [2.89, -1.58, 2.65], [4.59, -1.81, 3.05], [3.65, -3.13, 2.32], [0.41, -4.65, 1.34], [-0.81, -0.42, -0.60], [-1.60, -1.86, -1.58], [-1.29, -0.16, 0.33], [0.09, 0.03, -1.00], [-3.40, -1.41, -1.89], [-1.74, -3.54, -0.76], [-0.73, -2.17, -3.21], [-0.46, -1.24, -3.70], [-1.36, -2.73, -3.89], [0.18, -2.74, -3.06], [-3.87, -1.04, -0.98], [-3.96, -2.28, -2.22], [-3.51, -0.65, -2.65], [-2.01, -3.49, 0.29], [-0.81, -4.10, -0.86], [-2.50, -4.14, -1.26], [2.96, 0.85, 2.65], [2.19, 1.77, 2.12], [1.20, 1.44, 1.33], [2.42, 2.81, 2.29]],
  "mulliken_spin": [-0.032, 0.001, 0.009, 0.002, 0.010, 0.004, -0.001, 0.000, 0.000, 0.001, -0.001, 0.001, 0.002, 0.000, 0.000, 0.000, 0.007, 0.022, 0.001, 0.000, -0.003, 0.000, 0.000, 0.000, 0.002, -0.003, 0.003, 0.000, 0.000, 0.000, -0.017, 0.001, -0.015, 0.002, 0.002, 0.000, -0.001, 0.000, 0.001, -0.002, 0.000, 0.001, 0.000, 0.059, -0.002, 0.007, -0.004, -0.001, 0.000, 0.000, 0.000, 0.001, 0.000, -0.002, 0.001, 0.007, 0.011, 0.004, -0.004, 0.000, 0.007, 0.000, -0.002, 0.000, 0.001, 0.004, 0.442, 0.001, 0.000, 0.008, 0.000, 0.000, 0.000, 0.000, 0.001, 0.001, 0.002, 0.000, 0.000, 0.002, 0.538, -0.036, -0.064, -0.031, 0.038, 0.030, 0.013, -0.005, 0.001, 0.002, -0.005, 0.003, 0.000, -0.002, -0.005, -0.001, -0.001, -0.002, -0.009, 0.000]
}


Entry 2:
{
  "formula": "C34H59BiN5OPSi3Te",
  "method": "ωB97M-V with the def2-TZVPD basis set",
  "relative_energy_kcal_mol": 0.0,
  "homo_lumo_gap_ev": 8.26,
  "total_charge": 2,
  "e_homo_ev": -12.819,
  "largest_force_ev_per_a": 0.41,
  "symbols": ["Bi", "C", "Si", "C", "N", "C", "C", "C", "C", "C", "C", "C", "C", "C", "C", "C", "C", "C", "C", "C", "C", "C", "H", "H", "H", "H", "H", "H", "H", "H", "H", "H", "H", "H", "H", "H", "H", "H", "H", "H", "H", "H", "H", "H", "H", "H", "O", "C", "N", "C", "N", "C", "N", "C", "N", "C", "P", "C", "C", "H", "H", "H", "H", "H", "H", "H", "H", "H", "H", "H", "H", "H", "C", "Si", "C", "C", "C", "Te", "C", "Si", "C", "C", "C", "H", "H", "H", "H", "H", "H", "H", "H", "H", "H", "H", "H", "H", "H", "H", "H", "H", "H", "H", "H", "H", "H"],
  "xyz": [[-1.22, -0.84, 0.14], [-0.01, 1.03, -0.01], [-0.95, 2.33, -0.98], [-2.72, 1.65, -1.11], [-3.10, 0.85, 0.08], [-4.34, 0.06, -0.14], [-5.59, 0.93, -0.21], [-5.73, 1.73, 1.09], [-4.46, 2.54, 1.35], [-3.22, 1.65, 1.33], [-0.22, 2.39, -2.70], [1.17, 2.47, -2.87], [1.73, 2.63, -4.12], [0.91, 2.72, -5.24], [-0.46, 2.65, -5.10], [-1.02, 2.49, -3.84], [-0.88, 4.01, -0.19], [-1.95, 4.90, -0.26], [-1.84, 6.19, 0.23], [-0.64, 6.62, 0.79], [0.44, 5.75, 0.86], [0.32, 4.46, 0.38], [0.21, 1.30, 1.03], [0.93, 0.79, -0.50], [-2.75, 0.98, -1.97], [-3.45, 2.44, -1.32], [-4.43, -0.62, 0.71], [-4.21, -0.54, -1.04], [-6.45, 0.29, -0.37], [-5.53, 1.61, -1.06], [-5.90, 1.04, 1.92], [-6.59, 2.39, 1.04], [-4.51, 3.03, 2.33], [-4.37, 3.33, 0.61], [-3.27, 0.94, 2.16], [-2.32, 2.24, 1.45], [1.82, 2.40, -2.00], [2.81, 2.71, -4.24], [1.35, 2.87, -6.22], [-1.10, 2.72, -5.97], [-2.10, 2.44, -3.75], [-2.89, 4.60, -0.71], [-2.68, 6.87, 0.18], [-0.55, 7.63, 1.17], [1.37, 6.09, 1.29], [1.17, 3.79, 0.45], [-1.42, -0.17, 4.40], [-1.22, -0.57, 3.33], [-0.97, -1.01, 2.23], [7.05, 1.77, -0.56], [6.44, 1.23, 0.75], [6.98, -0.20, 0.95], [6.69, -1.01, -0.17], [7.27, -0.44, -1.38], [6.75, 0.91, -1.65], [5.33, 0.90, -2.01], [4.23, 0.21, -0.68], [4.94, 1.25, 0.70], [5.25, -1.30, -0.32], [8.12, 1.83, -0.39], [6.64, 2.77, -0.71], [6.76, 1.81, 1.52], [6.51, -0.59, 1.86], [8.05, -0.10, 1.10], [7.03, -1.08, -2.23], [8.35, -0.39, -1.27], [5.20, 0.31, -2.92], [5.01, 1.92, -2.24], [4.57, 0.90, 1.66], [4.62, 2.28, 0.57], [5.12, -2.02, -1.13], [4.88, -1.79, 0.59], [-0.74, -4.96, -2.31], [-0.07, -3.41, -3.09], [-1.46, -2.16, -3.26], [0.64, -3.83, -4.75], [1.37, -2.60, -2.17], [1.47, -2.28, -0.06], [1.02, -4.20, 0.73], [2.57, -5.06, 1.39], [3.28, -4.00, 2.76], [3.79, -5.18, -0.04], [2.08, -6.73, 2.00], [-1.46, -5.40, -3.01], [-1.28, -4.78, -1.37], [0.03, -5.71, -2.13], [-2.01, -2.37, -4.18], [-1.09, -1.13, -3.34], [-2.18, -2.23, -2.44], [-0.13, -4.26, -5.40], [1.44, -4.57, -4.66], [1.05, -2.96, -5.27], [1.44, -1.58, -2.57], [2.30, -3.10, -2.44], [0.56, -4.77, -0.07], [0.27, -4.05, 1.51], [3.15, -2.93, 2.56], [4.35, -4.19, 2.89], [2.79, -4.21, 3.71], [3.39, -4.75, -0.97], [4.03, -6.22, -0.25], [4.73, -4.67, 0.18], [1.28, -6.68, 2.73], [2.92, -7.25, 2.46], [1.73, -7.36, 1.17]],
  "lowdin_charge": [1.495, -0.449, 0.591, -0.246, -0.361, -0.219, -0.168, -0.178, -0.159, -0.181, -0.246, -0.111, -0.085, -0.071, -0.066, -0.088, -0.257, -0.091, -0.062, -0.065, -0.075, -0.102, 0.019, -0.050, 0.087, 0.087, 0.124, 0.111, 0.123, 0.114, 0.122, 0.119, 0.127, 0.100, 0.117, 0.110, 0.077, 0.098, 0.111, 0.112, 0.101, 0.092, 0.113, 0.112, 0.106, 0.090, 0.148, -0.496, -0.162, -0.104, -0.069, -0.103, -0.143, -0.142, -0.146, -0.312, 1.004, -0.263, -0.338, 0.149, 0.147, 0.184, 0.147, 0.149, 0.142, 0.144, 0.099, 0.091, 0.103, 0.100, 0.096, 0.073, -0.179, 0.404, -0.196, -0.173, -0.568, 1.175, -0.546, 0.393, -0.185, -0.171, -0.173, 0.050, 0.032, 0.040, 0.047, 0.025, -0.012, 0.045, 0.042, 0.042, 0.003, -0.003, -0.014, 0.018, -0.003, 0.037, 0.041, 0.007, 0.041, 0.025, 0.042, 0.045, 0.041]
}